# 1
ORCA calculation (the ωB97M-V functional and the def2-TZVPD basis) on 3 unconnected molecules or ions with the total composition C24H43F6N3O9SSi.

Each line ends with the Mulliken charge.
Element x y z (Å)
C1 -3.63030 -1.40256 4.94354  -1.1119
C2 -3.82597 0.11844 4.75678  -0.4964
C3 -4.80143 0.45281 3.62487  -0.7035
C4 -4.40088 -0.13306 2.26726  -0.4414
N1 -3.91014 0.90699 1.32939  0.2471
Si1 -2.89016 0.38301 0.00459  -1.4531
C5 -1.11628 0.33769 0.59480  0.1962
C6 -0.56792 1.65771 1.13417  -0.1125
O1 0.69860 1.90672 0.51916  -0.1255
C7 1.13680 3.24857 0.68633  -0.2228
C8 1.82353 3.45085 2.04141  -1.2329
C9 -3.19195 1.56421 -1.43355  -0.9250
C10 -2.13859 2.66525 -1.69095  -0.2313
S1 -2.49702 4.33277 -1.04131  -0.2545
C11 -3.33987 4.10782 0.45283  0.4293
N2 -2.84941 4.20233 1.64409  -0.0222
N3 -3.89383 4.08838 2.53305  -0.5293
C12 -4.94994 3.93477 1.80955  -0.0030
O2 -4.70306 3.93784 0.49744  -0.2685
C13 -3.27496 -1.38645 -0.60744  -0.2490
O3 -3.97430 -1.38051 -1.86226  -0.3777
C14 -3.48741 -2.30399 -2.77561  -0.4764
O4 -3.78786 -3.61763 -2.36278  -0.3527
C15 -2.74763 -4.57607 -2.50470  -0.4414
C16 -2.20249 -5.02149 -1.14790  -0.1231
O5 -0.77081 -5.02147 -1.16230  -0.5356
H1 -3.64404 -1.67642 5.99850  0.3592
H2 -2.66379 -1.71636 4.54855  0.2604
H3 -4.42204 -1.97374 4.45690  0.2908
H4 -4.22475 0.52229 5.68823  0.4578
H5 -2.86500 0.59605 4.55665  0.2272
H6 -5.77045 0.02602 3.90907  0.3986
H7 -4.94636 1.53061 3.54540  0.0736
H8 -3.61870 -0.88809 2.37874  0.3914
H9 -5.25648 -0.65441 1.82562  0.3092
H10 -4.72232 1.34691 0.90332  0.3513
H11 -1.08365 -0.41044 1.39881  0.4950
H12 -0.47011 -0.06284 -0.18956  -0.0553
H13 -1.22862 2.50222 0.93276  -0.5984
H14 -0.43583 1.61571 2.21974  0.4285
H15 0.29498 3.93819 0.57307  0.1798
H16 1.85515 3.43757 -0.11353  0.3993
H17 2.53447 4.27534 2.01057  0.4044
H18 1.08177 3.61937 2.82138  0.3047
H19 2.38364 2.54143 2.26605  0.2494
H20 -4.16487 2.04531 -1.28965  0.5758
H21 -3.29410 0.99311 -2.35655  0.6010
H22 -1.13111 2.36868 -1.39666  0.0361
H23 -2.10162 2.84608 -2.76611  0.4807
H24 -5.94405 3.82871 2.21041  0.4337
H25 -2.31718 -1.91162 -0.72662  0.1639
H26 -3.85397 -1.97573 0.10983  0.4465
H27 -3.98947 -2.08905 -3.72346  0.2991
H28 -2.40316 -2.18450 -2.91705  0.4005
H29 -3.17487 -5.43794 -3.02231  0.3281
H30 -1.92733 -4.20915 -3.12514  0.3302
H31 -2.55097 -6.02937 -0.90765  0.2440
H32 -2.58664 -4.35674 -0.37121  0.2045
H33 -0.45432 -4.61360 -0.35255  0.2878
C17 2.51537 -0.42395 -0.89015  -0.8153
C18 2.27902 -1.37947 0.25266  0.0018
O6 3.31606 -2.38713 0.31382  -0.3551
C19 4.45467 -2.01496 0.87260  0.3514
O7 4.71864 -0.95097 1.35034  -0.5225
C20 5.44589 -3.19761 0.86186  0.8912
F1 5.47512 -3.80065 -0.33151  -0.2446
F2 5.08401 -4.10506 1.78034  -0.2664
F3 6.67585 -2.77868 1.14915  -0.2388
H34 2.60913 -0.96372 -1.83398  0.3185
H35 1.69261 0.28332 -0.96045  0.1820
H36 3.43495 0.14059 -0.74351  0.2635
H37 1.35417 -1.93780 0.11592  0.2233
H38 2.22060 -0.85638 1.20699  0.2861
C21 7.96571 0.07569 -1.58593  -0.9486
C22 7.62109 1.39668 -2.23720  -0.2412
O8 7.15754 1.20896 -3.59381  -0.3348
C23 5.89486 0.83701 -3.72408  0.3493
O9 5.10563 0.65131 -2.84542  -0.4967
C24 5.54108 0.70053 -5.21952  0.9130
F4 6.48487 0.02634 -5.88387  -0.2520
F5 5.42787 1.91716 -5.77137  -0.2618
F6 4.38378 0.06320 -5.36796  -0.2336
H39 8.69757 -0.46584 -2.18590  0.3273
H40 8.38342 0.24849 -0.59481  0.3806
H41 7.08241 -0.55293 -1.47933  0.1642
H42 8.50133 2.02866 -2.32960  0.3101
H43 6.86588 1.94066 -1.67134  0.3070

Output
HOMO energy = -9.279 eV
gap between HOMO and LUMO = 9.6 eV
LUMO level = 0.012 Ha
spin multiplicity = 1
SMILES = CCCCN[Si@](CCOCC)(CCSc1nnco1)COCOCCO.CCOC(=O)C(F)(F)F.CCOC(=O)C(F)(F)F



# 2
ORCA calculation (the ωB97M-V functional and the def2-TZVPD basis) on a molecular structure, C56H73ClN4OP2Re at a distorted geometry.

Each line ends with the Mulliken spin population.
Element x y z (Å)
Re1 0.51616 0.99917 -0.22763  2.0146
C1 -0.02753 -0.90688 -4.29433  0.0043
C2 1.23514 -0.30281 -3.67903  -0.0639
C3 2.01303 -1.30217 -2.81261  0.0269
P1 0.94442 1.25463 -2.72068  0.1460
C4 -0.00224 2.34763 -3.89727  0.0158
C5 0.46787 2.27111 -5.35967  0.0023
C6 -0.05322 3.81233 -3.44629  0.0014
C7 2.61904 1.91677 -2.56959  -0.0341
C8 3.31991 2.43580 -3.65711  -0.0067
C9 4.58875 2.97392 -3.52270  0.0146
C10 5.32987 3.54994 -4.70580  -0.0011
C11 5.13443 2.99255 -2.24121  -0.0008
C12 4.46673 2.44458 -1.16062  0.0286
C13 3.21115 1.85453 -1.30805  -0.0153
N1 2.50360 1.22029 -0.21826  0.0920
C14 3.24553 0.67662 0.89448  0.0639
C15 4.51201 0.10662 0.74222  0.0152
C16 5.23795 -0.31808 1.83958  -0.0122
C17 4.73701 -0.21527 3.13866  0.0213
C18 5.56121 -0.63487 4.33127  -0.0012
C19 3.43075 0.22480 3.27457  -0.0123
C20 2.67846 0.64501 2.17701  -0.0957
P2 0.87813 0.77342 2.21901  0.2589
C21 0.47288 -0.94820 2.77232  -0.0930
C22 -1.00698 -1.15426 3.08055  0.0253
C23 0.97309 -1.96302 1.73577  0.0250
C24 0.21505 1.83431 3.58591  0.0267
C25 0.56319 1.26734 4.96677  0.0016
C26 0.59894 3.30925 3.54034  -0.0066
H1 0.25466 -1.72317 -4.96437  0.0000
H2 -0.59220 -0.17814 -4.88165  0.0007
H3 -0.69902 -1.32483 -3.54284  -0.0032
H4 1.89178 0.01728 -4.48731  -0.0012
H5 1.42299 -1.65162 -1.95563  -0.0129
H6 2.93629 -0.86369 -2.42990  0.0030
H7 2.28043 -2.18329 -3.40154  -0.0002
H8 -1.01301 1.94084 -3.86185  -0.0002
H9 1.27831 2.97392 -5.54844  0.0002
H10 -0.36765 2.57214 -5.99418  0.0007
H11 0.78023 1.27653 -5.68398  -0.0003
H12 0.95051 4.20078 -3.24939  -0.0022
H13 -0.66001 3.94623 -2.55835  0.0024
H14 -0.49442 4.41398 -4.24603  0.0007
H15 2.87382 2.42421 -4.64432  -0.0012
H16 5.04200 3.06133 -5.63721  0.0002
H17 6.40790 3.44645 -4.58215  0.0002
H18 5.11268 4.61676 -4.81167  0.0015
H19 6.10947 3.44272 -2.08525  -0.0001
H20 4.93000 2.48398 -0.18534  -0.0007
H21 4.93025 -0.00366 -0.24932  0.0002
H22 6.22275 -0.75120 1.68699  -0.0002
H23 6.60815 -0.36797 4.19292  0.0007
H24 5.51821 -1.71838 4.47457  0.0027
H25 5.20418 -0.16609 5.24845  0.0002
H26 2.97947 0.20224 4.26261  -0.0011
H27 1.05405 -1.08632 3.68342  0.0003
H28 -1.61396 -1.11270 2.17393  -0.0073
H29 -1.39999 -0.42431 3.79287  0.0023
H30 -1.14715 -2.14429 3.51844  0.0011
H31 0.42896 -1.86210 0.79008  -0.0018
H32 0.79707 -2.97867 2.10093  -0.0012
H33 2.04302 -1.86071 1.54052  0.0127
H34 -0.86542 1.75336 3.42851  -0.0033
H35 1.61063 1.46082 5.20909  -0.0001
H36 0.36312 0.20019 5.07581  -0.0003
H37 -0.04178 1.78970 5.71086  0.0001
H38 1.67695 3.43961 3.65383  -0.0004
H39 0.11835 3.81603 4.38081  0.0003
H40 0.27691 3.79639 2.62994  0.0157
C27 -2.27676 -5.68550 -3.00955  0.0001
C28 -2.84051 -5.62911 -1.57859  0.0000
C29 -4.37442 -5.70121 -1.67350  0.0000
C30 -2.34204 -6.86225 -0.81282  0.0001
C31 -2.37409 -4.33292 -0.84787  -0.0014
O1 -0.98257 -4.04829 -1.12976  0.0028
C32 -2.51370 -4.38724 0.69050  -0.0032
C33 -3.92865 -4.47353 1.32502  0.0012
C34 -3.95995 -3.92125 2.73960  -0.0002
C35 -4.64841 -2.74939 3.03542  0.0001
C36 -4.63181 -2.20862 4.31619  0.0002
C37 -3.91044 -2.84091 5.31215  -0.0002
Cl1 -3.84350 -2.14113 6.89845  0.0000
C38 -3.23636 -4.02266 5.05163  0.0002
C39 -3.27030 -4.55761 3.76976  -0.0002
C40 -3.07806 -3.11601 -1.44425  0.0004
N2 -2.58177 -1.87972 -0.83326  -0.0093
C41 -1.36665 -1.37005 -0.92109  0.0928
N3 -1.31927 -0.24890 -0.20340  0.0225
C42 -2.60083 -0.11197 0.28697  0.0432
N4 -3.38892 -1.07723 -0.08833  0.0055
H41 -2.63460 -6.59782 -3.49423  0.0000
H42 -1.18720 -5.70424 -3.02723  0.0000
H43 -2.61182 -4.84071 -3.62132  0.0000
H44 -4.66153 -6.69233 -2.03168  0.0000
H45 -4.77525 -4.97416 -2.38695  0.0000
H46 -4.86148 -5.55011 -0.70589  0.0000
H47 -2.54122 -7.75566 -1.40860  0.0000
H48 -2.85738 -6.98452 0.14515  0.0000
H49 -1.26091 -6.83879 -0.62410  0.0000
H50 -0.45660 -4.82147 -0.89383  -0.0003
H51 -1.99801 -3.50689 1.07656  0.0060
H52 -1.93246 -5.24369 1.03768  0.0001
H53 -4.24043 -5.51968 1.34761  0.0000
H54 -4.66501 -3.93041 0.72996  0.0002
H55 -5.22236 -2.25781 2.25795  -0.0002
H56 -5.18505 -1.30272 4.54491  0.0000
H57 -2.69699 -4.52464 5.84790  0.0000
H58 -2.75505 -5.49565 3.57348  0.0000
H59 -4.14716 -3.14511 -1.28688  -0.0012
H60 -2.87513 -3.06978 -2.51081  0.0004
H61 -0.54630 -1.88304 -1.39616  -0.0409
H62 -2.91937 0.69943 0.92997  -0.0019
C43 3.64846 6.34310 0.31401  0.0508
C44 3.53893 5.14288 1.00062  -0.0287
C45 2.40602 4.35878 0.86404  0.0399
C46 1.33966 4.77543 0.06585  0.1236
C47 1.45259 6.00944 -0.59261  0.0550
C48 2.60220 6.77133 -0.49587  -0.0213
C49 0.03456 4.11570 -0.04313  0.2485
C50 -0.45845 2.84178 -0.08132  0.0258
C51 -1.94892 2.77114 -0.13390  -0.0237
C52 -2.70042 3.19004 0.96493  -0.0071
C53 -4.08996 3.19753 0.91471  0.0041
C54 -4.74929 2.80636 -0.24326  0.0031
C55 -4.01070 2.39806 -1.34833  0.0018
C56 -2.62580 2.37483 -1.28816  0.0039
H63 4.53428 6.95908 0.42834  0.0016
H64 4.33912 4.82547 1.66319  0.0007
H65 2.31853 3.44723 1.42815  0.0042
H66 0.61997 6.36408 -1.19463  0.0007
H67 2.67407 7.71531 -1.02165  0.0000
H68 -0.74941 4.86396 -0.17764  -0.0287
H69 -2.19059 3.50606 1.87306  -0.0007
H70 -4.65577 3.52149 1.78160  0.0001
H71 -5.83152 2.83108 -0.29161  -0.0001
H72 -4.51699 2.09043 -2.25802  0.0005
H73 -2.05308 2.04519 -2.14657  -0.0203

Output
HOMO energy (alpha / beta) = -12.343 / -12.546 eV
total charge = +2
gap between HOMO and LUMO (alpha / beta) = 6.7 / 5.7 eV
LUMO level (alpha / beta) = -0.206 / -0.252 Ha
ΔE to the lowest compared entry with this formula, charge and spin = 25.0 kcal per mole
spin multiplicity = 4



# 3
ORCA calculation (the ωB97M-V functional and the def2-TZVPD basis) on C3H8N2O in the gas phase at a distorted geometry.

Each line ends with the natural charge from an NBO analysis.
Element x y z (Å)
C1 0.88345 0.25778 -2.08563  -0.4233
N1 0.55510 -0.33234 -0.81078  -0.6332
C2 -0.37381 0.35384 -0.03837  0.6655
O1 -1.01150 1.27146 -0.47686  -0.6037
C3 -0.51355 -0.11694 1.35378  -0.3399
N2 0.31320 -1.15567 1.96971  -0.8384
H1 0.34067 -0.11232 -2.95286  0.1974
H2 1.03265 1.32709 -2.08336  0.2243
H3 1.96006 0.04340 -2.23622  0.1938
H4 1.02094 -1.18060 -0.55619  0.4044
H5 -1.55371 -0.31784 1.62131  0.2051
H6 -0.50975 0.77361 2.00369  0.2326
H7 0.06290 -1.29407 2.93996  0.3653
H8 0.16192 -2.09618 1.61555  0.3504

Output
HOMO energy = -9.533 eV
gap between HOMO and LUMO = 10.4 eV
LUMO level = 0.031 Ha
ΔE to the lowest compared entry with this formula, charge and spin = 30.3 kcal per mole
spin multiplicity = 1
SMILES = CNC(=O)CN